DFT (wB97M-V/def2-TZVPD) results for 2 unconnected molecules or ions with the total composition C2H3NS in a non-equilibrium geometry.

ORCA input file:
```
! RIJCOSX wB97M-V def2-TZVPD def2/J DEFGRID3
* xyz 0 1
C 2.6123 -0.1683 -0.7891
C -1.6756 0.4706 -0.1173
N 2.2546 -0.5750 0.2443
S -0.6991 -0.7957 -0.3833
H -2.1067 0.8758 0.8252
H -2.2501 1.0603 -0.8840
H 1.8646 -0.8677 1.1042
*
```

Computed properties:
relative energy (zero: lowest compared OMol25 entry of this formula, charge and spin): 2.2740 eV
electronic energy: -14445.195 eV
LUMO: -0.021 Eh
gap between HOMO and LUMO: 8.6 eV
HOMO energy: -9.17 eV

natural (NBO) atomic charge list, values in e, 2 entries:
1 C 0.30
2 C -0.47